Model A:
This record from the Open Molecules 2025 dataset describes a cluster of 2 separate species, CHI2P in total. The level of theory is ωB97M-V with the def2-TZVPD basis set.

Last column: Löwdin charge in e.
Cartesian coordinates (Å):
C 2.073 0.381 -0.108  -1.400
P 1.592 1.875 -0.275  0.663
I 2.192 -1.612 0.091  0.744
I -2.513 0.164 0.505  0.473
H -3.344 -0.808 -0.213  -0.479

Results
Lowest unoccupied orbital energy: -0.1 eV
SMILES: P#CI.I
Highest occupied orbital energy: -9.25 eV
Frontier orbital gap: 9.182 eV



Model B:
This record from the Open Molecules 2025 dataset describes a structure of composition CHI2P. The level of theory is ωB97M-V with the def2-TZVPD basis set.

Last column: Löwdin charge in e.
Cartesian coordinates (Å):
C -0.319 0.654 0.312  -1.122
P -1.219 -1.948 -0.865  0.075
I 0.459 2.346 -0.290  0.735
I 0.959 -1.353 -0.379  0.508
H 0.119 0.301 1.222  -0.196

Results
Lowest unoccupied orbital energy (alpha / beta): -1.6 / -1.5 eV
Highest occupied orbital energy (alpha / beta): -7.84 / -8.15 eV
Frontier orbital gap (alpha / beta): 6.222 / 6.618 eV



It is model A that is most stable; the runner-up trails by 339.0 kJ/mol.



Model A:
This record from the Open Molecules 2025 dataset describes the molecule C2H3NS. The level of theory is ωB97M-V with the def2-TZVPD basis set.

Last column: Löwdin charge in e.
Cartesian coordinates (Å):
C -0.189 -0.577 0.555  -0.311
C 1.771 1.049 0.019  -0.568
N -1.030 -0.229 -0.356  -0.020
S 1.925 -0.439 -0.176  0.696
H -0.265 0.128 1.389  0.019
H -0.813 -0.660 -1.190  0.057
H -1.401 0.729 -0.242  0.128

Results
Lowest unoccupied orbital energy: 0.5 eV
Highest occupied orbital energy: -8.25 eV
Frontier orbital gap: 8.740 eV



Model B:
This record from the Open Molecules 2025 dataset describes the molecule C2H3NS. The level of theory is ωB97M-V with the def2-TZVPD basis set.

Last column: Löwdin charge in e.
Cartesian coordinates (Å):
C 0.259 0.637 0.603  -0.364
C -0.249 -0.670 0.420  -0.228
N 0.020 1.402 -1.509  -0.391
S 1.232 1.443 -0.576  0.775
H -0.754 -0.961 1.367  0.094
H 0.470 -1.293 0.057  0.039
H -0.977 -0.558 -0.363  0.075

Results
Lowest unoccupied orbital energy (alpha / beta): -0.9 / -0.9 eV
SMILES: CC#S#N
Highest occupied orbital energy (alpha / beta): -8.33 / -8.33 eV
Frontier orbital gap (alpha / beta): 7.444 / 7.395 eV



Model C:
This record from the Open Molecules 2025 dataset describes the molecule C2H3NS. The level of theory is ωB97M-V with the def2-TZVPD basis set.

Last column: Löwdin charge in e.
Cartesian coordinates (Å):
C -0.183 -0.557 -0.323  -0.151
C 1.627 0.774 -0.061  -0.662
N 0.174 0.605 -0.512  -0.060
S 2.775 -0.379 -0.005  0.671
H 0.530 -1.348 0.169  0.055
H -1.176 -0.946 -0.553  0.072
H 1.695 1.921 -0.089  0.075

Results
Lowest unoccupied orbital energy (alpha / beta): -0.8 / -0.8 eV
SMILES: C=NC=S
Highest occupied orbital energy (alpha / beta): -9.38 / -9.38 eV
Frontier orbital gap (alpha / beta): 8.555 / 8.555 eV



It is model C that is most stable; the runner-up trails by 302.8 kJ/mol.